# C30H22N3O9Sm

A structure of composition C30H22N3O9Sm at a distorted geometry (ωB97M-V with the def2-TZVPD basis set, OMol25).

XYZ file:
```
65
Properties=species:S:1:pos:R:3:forces:R:3:nbo_charge:R:1
Sm -0.155 0.333 -0.770 0.818 -1.529 -0.250 2.028
C -4.818 0.357 -0.774 -1.208 -0.976 -1.296 -0.264
O -4.590 0.872 0.513 0.140 0.623 -0.892 -0.536
C -3.918 0.021 1.314 0.290 -1.808 2.919 0.263
C -4.479 -0.109 2.618 1.735 -0.655 -1.698 -0.274
C -3.980 -1.079 3.496 -0.664 -0.164 -0.167 -0.296
C -2.906 -1.892 3.163 0.186 0.327 0.184 -0.205
C -2.128 -1.554 2.041 -0.407 0.724 -1.330 -0.190
C -0.706 -1.879 1.970 1.146 -0.462 -1.517 0.113
N 0.189 -1.186 1.285 -3.635 0.493 0.676 -0.341
N 1.460 -1.459 1.469 3.452 -0.842 1.111 -0.440
C 2.338 -0.614 0.934 -1.686 -1.092 -0.703 0.582
O 1.997 0.329 0.111 0.825 -0.284 0.995 -0.801
C 3.802 -0.880 1.232 0.006 1.374 -0.913 -0.094
C 4.310 -1.734 2.199 0.116 -0.105 1.292 -0.166
C 5.654 -1.616 2.602 -0.065 0.082 -0.229 -0.233
C 6.559 -0.787 1.917 -1.374 -0.143 -0.539 -0.234
C 6.063 -0.020 0.832 0.688 -0.582 0.371 -0.228
C 4.712 -0.041 0.533 -0.522 0.219 0.431 -0.172
C -2.713 -0.764 0.967 -1.667 0.788 2.327 0.355
O -2.223 -0.738 -0.197 1.293 0.584 -1.436 -0.804
H -5.096 1.194 -1.436 0.277 -0.199 0.268 0.174
H -5.728 -0.369 -0.805 1.369 0.933 0.333 0.138
H -3.915 -0.165 -1.145 -0.670 0.361 0.021 0.234
H -5.342 0.477 2.875 -0.226 0.214 0.010 0.198
H -4.560 -1.208 4.396 0.105 -0.402 0.268 0.189
H -2.670 -2.797 3.741 0.284 0.763 0.132 0.201
H -0.395 -2.825 2.442 0.280 0.587 0.348 0.171
H 3.691 -2.418 2.819 0.123 0.714 -0.866 0.230
H 5.908 -2.166 3.520 0.337 0.158 -0.620 0.198
H 7.600 -0.744 2.186 0.221 0.030 0.149 0.197
H 6.752 0.570 0.205 -0.413 -0.193 0.528 0.203
H 4.305 0.701 -0.165 0.077 -0.655 0.063 0.247
C -0.146 4.273 1.718 -0.752 0.938 0.842 -0.714
C -0.671 3.307 0.706 -0.046 -2.458 -0.970 0.609
O -0.566 2.061 0.916 -0.115 2.608 -0.009 -0.614
C -1.248 3.833 -0.527 0.563 -0.116 0.513 -0.338
C -1.398 5.213 -0.595 -1.365 0.808 -0.700 -0.125
C -2.166 5.803 -1.586 0.869 0.726 1.181 -0.308
C -2.562 5.044 -2.671 -1.224 0.284 -0.407 -0.179
C -2.308 3.714 -2.740 0.224 -0.309 -0.002 -0.296
C -1.655 3.056 -1.635 0.048 -1.595 -2.294 0.519
O -1.378 1.792 -1.832 -0.837 1.918 0.582 -0.796
H 0.382 3.646 2.429 0.080 0.295 0.323 0.250
H -0.996 4.878 2.229 1.428 -1.121 -0.803 0.232
H 0.538 4.998 1.228 -0.345 -0.512 0.450 0.230
H -0.985 5.838 0.170 -0.119 0.175 0.315 0.197
H -2.455 6.845 -1.463 0.247 -0.078 -0.341 0.197
H -3.188 5.507 -3.433 0.308 -0.011 -0.082 0.196
H -2.574 3.192 -3.679 0.272 -0.134 1.018 0.222
O 3.179 -5.635 -2.810 -0.211 -1.949 0.090 -0.753
C 2.013 -5.773 -2.376 0.144 3.027 0.077 0.750
O 1.242 -6.651 -1.984 0.642 -1.563 -0.205 -0.751
C 1.376 -4.349 -2.249 -1.486 0.484 0.282 -0.050
C 0.022 -4.225 -1.796 0.826 -1.186 -0.010 -0.260
C -0.526 -2.964 -1.699 0.624 0.441 0.906 0.035
N 0.263 -1.872 -1.786 -0.695 -0.142 -1.664 -0.555
C 1.457 -1.975 -2.409 -0.103 0.038 -0.117 0.097
C 2.053 -3.185 -2.655 -0.646 -1.049 0.328 -0.219
C 2.016 -0.689 -3.020 0.339 1.160 0.557 0.760
O 3.031 -0.690 -3.725 -0.765 -0.433 0.426 -0.681
O 1.313 0.349 -2.714 -0.223 -0.096 0.216 -0.809
H -0.508 -5.164 -1.447 0.585 1.286 -0.909 0.244
H -1.578 -2.737 -1.499 0.419 -0.318 0.431 0.208
H 3.003 -3.248 -3.157 0.081 -0.006 0.005 0.262
```
Positions in Å, forces in eV/Å.

Values from the calculation:
2S+1: 6
Relative energy (zero: lowest compared OMol25 entry of this formula, charge and spin), kJ/mol: 125.18
Expectation value of S²: 8.7562
Charge: -2
Orbital gap (spin up / spin down), eV: 6.21 / 6.22